3 unconnected molecules or ions with the total composition C4H7NO at a distorted geometry, computed with the ωB97M-V functional and the def2-TZVPD basis.

Geometry as XYZ:
```
13
Properties=species:S:1:pos:R:3:forces:R:3:lowdin_charge:R:1
C 1.7696 0.1557 -0.1624 -0.03 -0.08 -0.11 0.049
C 1.4327 -0.5614 -1.2344 0.11 0.11 0.17 -0.158
C 0.0713 -0.6090 -1.6964 -0.98 0.00 -0.28 -0.230
N -1.0317 -0.6358 -2.0521 1.09 0.03 0.34 0.150
H 2.7989 0.1845 0.1802 -0.12 -0.03 -0.09 0.072
H 1.0334 0.7225 0.4012 0.15 -0.11 -0.11 0.042
H 2.1565 -1.1378 -1.8031 -0.11 0.08 0.08 0.100
H -0.4855 -0.6385 2.2966 0.06 -0.09 0.02 0.016
H -0.2736 -1.3446 2.4072 -0.04 0.02 0.01 0.045
C -1.8764 0.9612 0.4108 0.22 0.16 0.24 -0.163
O -0.9965 1.3448 1.1462 -0.45 -0.11 -0.38 -0.079
H -2.3749 1.6455 -0.2993 0.05 -0.07 0.06 0.086
H -2.2238 -0.0871 0.4056 0.05 0.10 0.06 0.072
```
Positions in Å, forces in eV/Å.

Summary:
ΔE to the lowest compared entry with this formula, charge and spin: 324.2 kJ/mol
total charge: 0
structure (SMILES): C=CC#N.[H][H].C=O